Record 1
Molecular formula: C4H11N2O2
Method: DFT, the ωB97M-V functional and the def2-TZVPD basis

Each atom is followed by the atoms it is bonded to, with distances in Å.
CARTESIAN COORDINATES (ANGSTROEM)
1 N 0.003 -1.076 -0.704  H8 1.040, C12 1.556, C18 1.437
2 C 1.129 -0.787 2.153  H3 1.055, N4 1.457, H13 1.144, H15 1.120
3 H 1.434 -1.268 3.041  C2 1.055
4 N 0.341 0.409 2.420  C2 1.457, C9 1.531
5 H -1.607 -0.727 0.344  C18 1.086
6 H -2.685 2.321 -2.194  O19 0.937
7 H 1.565 0.226 -0.865  C12 1.132
8 H -0.568 -1.736 -1.271  N1 1.040
9 C -0.218 0.868 1.070  N4 1.531, H11 1.066, H17 1.133, C18 1.579
10 H -1.204 0.709 -0.731  C18 1.139
11 H -1.138 1.337 1.335  C9 1.066
12 C 1.020 -0.378 -1.653  N1 1.556, H7 1.132, O14 1.309, H16 1.133
13 H 1.964 -0.679 1.378  C2 1.144
14 O 1.824 -1.170 -2.315  C12 1.309
15 H 0.533 -1.450 1.477  C2 1.120
16 H 0.318 0.158 -2.362  C12 1.133
17 H 0.389 1.680 0.566  C9 1.133
18 C -0.806 -0.098 -0.032  N1 1.437, H5 1.086, C9 1.579, H10 1.139
19 O -2.292 1.661 -1.659  H6 0.937

Computed properties:
**Net charge**: -1
**Kohn-Sham gap**: 4.06 eV
**Relative energy (zero: lowest compared OMol25 entry of this formula, charge and spin)**: 223.82 kcal per mole



Record 2
Molecular formula: C81H102F10N18O21S10
Method: DFT, the ωB97M-V functional and the def2-TZVPD basis

Each atom is followed by the atoms it is bonded to, with distances in Å.
CARTESIAN COORDINATES (ANGSTROEM)
1 C 7.864 -2.916 0.445  H20 1.080, N42 1.329, C163 1.413
2 S -4.999 3.726 -2.620  O30 1.493, F56 1.619, S70 2.395, N75 1.432, O133 1.495
3 N -0.229 5.973 -1.655  C45 1.380, C119 1.515, C166 1.373
4 H 1.547 -2.445 0.312  C136 1.090
5 H -5.513 3.349 -6.631  C17 1.080
6 H -2.969 -1.785 -2.070  C102 1.080
7 O 4.433 -5.835 3.265  S151 1.458
8 H -3.678 -0.344 5.821  C59 1.080
9 C 6.432 1.028 3.013  C35 1.363, C203 1.420, H221 1.080
10 H 9.141 0.410 1.937  C205 1.080
11 H 0.906 4.354 -2.321  C119 1.090
12 C -3.332 3.059 5.624  C25 1.388, H33 1.080, C128 1.387
13 H 3.107 3.390 3.853  C34 1.090
14 O -0.890 -1.384 -0.408  N139 1.493
15 C 4.467 1.915 1.406  H174 1.080, N198 1.369, C220 1.440
16 H -0.598 -2.636 -3.101  C18 1.080
17 C -5.177 2.335 -6.790  H5 1.080, C197 1.425, N236 1.396
18 C 0.424 -2.642 -3.452  H16 1.080, C52 1.394, C230 1.420
19 C -0.085 -2.111 -5.944  C85 1.410, C115 1.438, C230 1.523
20 H 7.717 -3.930 0.104  C1 1.080
21 H -5.509 -3.708 -1.366  C71 1.090
22 C -1.489 10.082 -1.575  C48 1.450, C50 1.400, C123 1.524
23 F 5.416 -3.648 3.534  S151 1.654
24 H -3.134 14.278 0.031  C78 1.090
25 C -4.421 3.282 4.792  C12 1.388, H131 1.080, N241 1.425
26 H -6.187 2.675 -9.632  C238 1.090
27 C 2.244 -2.273 -4.984  H118 1.080, C141 1.404, C230 1.409
28 H -0.561 3.252 5.845  C196 1.080
29 H -3.629 0.237 1.858  C66 1.090
30 O -3.549 3.762 -2.971  S2 1.493
31 H -4.012 14.046 -1.256  C78 1.090
32 O 3.988 0.816 -2.425  S94 1.472
33 H -2.830 3.923 6.033  C12 1.080
34 C 3.796 3.641 3.046  H13 1.090, H39 1.090, N198 1.477, H223 1.090
35 C 6.274 0.299 1.872  C9 1.363, C134 1.532, C220 1.389
36 C 2.228 -9.585 0.518  H179 1.080, C180 1.411, N186 1.312
37 C 10.234 -3.562 0.069  N42 1.517, H68 1.090, H185 1.090, H222 1.090
38 C -0.541 7.968 -0.426  H58 1.080, C123 1.404, C166 1.401
39 H 4.415 4.485 3.351  C34 1.090
40 F -8.919 0.230 4.184  S194 1.615
41 S -7.345 -0.876 1.344  F49 1.684, N92 1.491, O93 1.479, S194 2.190, O214 1.448
42 N 9.152 -2.594 0.511  C1 1.329, C37 1.517, C171 1.364
43 C -1.485 0.557 7.719  C97 1.409, H170 1.080, C229 1.390
44 C 0.648 -6.484 3.257  C83 1.430, H117 1.080, C190 1.400
45 C -0.606 6.594 -2.829  N3 1.380, H82 1.080, C104 1.434
46 O 7.948 0.211 -4.067  S106 1.429
47 F -5.106 5.620 0.584  S70 1.636
48 C -0.956 11.200 -2.329  C22 1.450, C96 1.406, H155 1.080
49 F -7.137 -0.274 -0.215  S41 1.684
50 C -2.661 10.372 -0.866  C22 1.400, H90 1.080, C215 1.399
51 H 2.957 1.273 8.565  C217 1.090
52 C 1.322 -3.054 -2.470  C18 1.394, N107 1.346, H148 1.080
53 C -4.794 0.906 4.668  C59 1.383, H154 1.080, N241 1.338
54 C 0.664 2.351 7.290  H65 1.080, N193 1.355, C196 1.416
55 H 0.200 6.118 0.437  C166 1.080
56 F -5.657 4.299 -3.984  S2 1.619
57 C -4.636 -0.352 -7.395  C72 1.432, H73 1.080, C184 1.371
58 H -0.590 8.615 0.438  C38 1.080
59 C -3.744 0.698 5.544  H8 1.080, C53 1.383, C128 1.393
60 F 5.336 -0.330 6.506  S208 1.584
61 H 0.345 -2.388 3.778  C80 1.090
62 H -1.427 -1.734 -10.434  C124 1.090
63 H -3.167 -1.010 0.891  C66 1.090
64 C -5.464 -2.987 -3.917  H88 1.080, N109 1.344, C122 1.387
65 H 1.573 2.909 7.125  C54 1.080
66 C -2.799 -0.462 1.758  H29 1.090, H63 1.090, C103 1.499, H177 1.090
67 H -4.002 11.979 -0.131  C215 1.080
68 H 11.251 -3.253 0.309  C37 1.090
69 H -1.323 -0.020 3.667  C231 1.090
70 S -4.354 4.668 -0.514  S2 2.395, F47 1.636, N75 1.719, O168 1.476, O204 1.405
71 C -4.541 -3.892 -1.832  H21 1.090, H98 1.090, N109 1.520, H167 1.090
72 C -4.816 0.623 -8.428  C57 1.432, H232 1.080, N236 1.327
73 H -4.552 -1.402 -7.632  C57 1.080
74 H -5.081 3.855 -8.804  C238 1.090
75 N -5.515 4.764 -1.778  S2 1.432, S70 1.719
76 H 5.050 0.456 0.032  C220 1.080
77 H 0.507 1.450 4.160  C173 1.090
78 C -2.949 14.025 -1.013  H24 1.090, H31 1.090, N140 1.435, H156 1.090
79 F 1.860 -2.917 7.670  S161 1.546
80 C -0.550 -3.001 3.883  H61 1.090, H111 1.090, H160 1.090, N201 1.445
81 H -6.076 1.767 2.490  C113 1.090
82 H -0.551 5.965 -3.706  C45 1.080
83 C 0.281 -6.611 1.880  C44 1.430, C183 1.511, C213 1.417
84 H -0.614 -10.260 -0.902  C200 1.080
85 C -1.062 -3.060 -6.309  C19 1.410, H138 1.080, C206 1.388
86 O 6.843 0.362 -1.831  S106 1.467
87 H 0.362 4.043 -0.704  C119 1.090
88 H -6.218 -3.750 -3.794  C64 1.080
89 H 1.963 0.421 9.623  C217 1.090
90 H -3.006 9.608 -0.186  C50 1.080
91 H -6.222 -2.179 -5.757  C122 1.080
92 N -8.326 0.126 1.852  S41 1.491, S194 1.655
93 O -5.963 -0.656 1.822  S41 1.479
94 S 4.793 0.744 -3.655  O32 1.472, S106 2.352, N121 1.467, O147 1.458, F227 1.591
95 O 2.363 -3.170 5.404  S161 1.448
96 C -1.432 12.503 -2.107  C48 1.406, H135 1.080, N140 1.362
97 C -0.306 0.523 8.489  C43 1.409, N193 1.371, H225 1.080
98 H -3.693 -3.844 -1.149  C71 1.090
99 H -0.440 -0.240 -8.793  C175 1.080
100 H -2.262 0.964 -0.219  C228 1.090
101 O -7.630 -1.624 3.858  S194 1.481
102 C -3.653 -1.844 -2.904  H6 1.080, N109 1.351, C181 1.425
103 C -1.447 0.121 1.476  C66 1.499, N139 1.459, C228 1.525, C231 1.550
104 C -0.974 7.980 -2.797  C45 1.434, C123 1.391, H192 1.080
105 N 6.213 -4.962 1.770  S151 1.446, S159 1.715
106 S 6.898 -0.195 -3.187  O46 1.429, O86 1.467, S94 2.352, F116 1.625, N121 1.609
107 N 2.632 -3.070 -2.784  C52 1.346, C112 1.482, C141 1.347
108 C 1.362 0.115 2.528  H125 1.090, C126 1.587, C173 1.567, H178 1.090
109 N -4.548 -2.855 -2.943  C64 1.344, C71 1.520, C102 1.351
110 H -2.501 -3.001 -9.875  C124 1.090
111 H -1.511 -2.642 3.514  C80 1.090
112 C 3.588 -3.177 -1.657  N107 1.482, H144 1.090, H188 1.090, H211 1.090
113 C -6.219 2.318 3.419  H81 1.090, H226 1.090, H240 1.090, N241 1.412
114 O 4.879 -7.193 0.919  S159 1.431
115 C 0.137 -1.034 -6.871  C19 1.438, C175 1.375, H234 1.080
116 F 7.285 -1.757 -2.964  S106 1.625
117 H 1.239 -7.215 3.789  C44 1.080
118 H 2.475 -2.064 -6.018  C27 1.080
119 C 0.055 4.485 -1.651  N3 1.515, H11 1.090, H87 1.090, H218 1.090
120 C 1.651 -11.258 -1.128  H157 1.090, N186 1.497, H216 1.090, H237 1.090
121 N 5.508 -0.507 -3.935  S94 1.467, S106 1.609
122 C -5.481 -2.091 -4.976  C64 1.387, H91 1.080, C209 1.390
123 C -0.976 8.647 -1.576  C22 1.524, C38 1.404, C104 1.391
124 C -2.084 -2.029 -9.616  H62 1.090, H110 1.090, N191 1.429, H202 1.090
125 H 1.721 -0.554 3.311  C108 1.090
126 C 0.957 -0.469 1.109  C108 1.587, C136 1.536, N139 1.551, C153 1.577
127 O 4.132 -1.210 4.576  S208 1.470
128 C -2.965 1.769 5.978  C12 1.387, C59 1.393, C229 1.534
129 H 1.302 1.455 0.300  C153 1.090
130 H -1.753 1.534 3.048  C231 1.090
131 H -4.939 4.229 4.842  C25 1.080
132 H -0.726 1.763 0.205  C228 1.090
133 O -5.636 2.392 -2.395  S2 1.495
134 C 7.281 -0.773 1.442  C35 1.532, C163 1.376, C205 1.424
135 H -1.022 13.323 -2.678  C96 1.080
136 C 1.832 -1.731 1.085  H4 1.090, C126 1.536, H150 1.090, H164 1.090
137 H -1.304 -8.157 0.216  C165 1.080
138 H -1.452 -3.811 -5.639  C85 1.080
139 N -0.528 -0.885 0.953  O14 1.493, C103 1.459, C126 1.551
140 N -2.460 12.694 -1.235  C78 1.435, C96 1.362, C215 1.331
141 C 3.130 -2.617 -3.951  C27 1.404, N107 1.347, H158 1.080
142 H 1.853 2.203 9.723  C217 1.090
143 O 3.922 -3.909 1.746  S151 1.482
144 H 3.260 -3.876 -0.887  C112 1.090
145 H 0.528 1.988 2.399  C173 1.090
146 N 3.336 -1.248 7.145  S161 1.753, S208 1.531
147 O 5.376 2.031 -4.015  S94 1.458
148 H 1.117 -3.287 -1.435  C52 1.080
149 H 2.709 0.561 0.196  C153 1.090
150 H 2.915 -1.635 1.021  C136 1.090
151 S 4.933 -4.764 2.412  O7 1.458, F23 1.654, N105 1.446, O143 1.482, S159 2.336
152 H -2.543 -3.640 -7.777  C206 1.080
153 C 1.637 0.455 0.026  C126 1.577, H129 1.090, H149 1.090, H233 1.090
154 H -5.385 0.138 4.191  C53 1.080
155 H -0.136 11.054 -3.017  C48 1.080
156 H -2.266 14.784 -1.393  C78 1.090
157 H 2.042 -10.796 -2.034  C120 1.090
158 H 4.201 -2.600 -4.091  C141 1.080
159 S 5.608 -6.015 0.559  N105 1.715, O114 1.431, S151 2.336, O207 1.453, F235 1.632
160 H -0.569 -3.183 4.958  C80 1.090
161 S 2.041 -2.126 6.354  F79 1.546, O95 1.448, N146 1.753, O187 1.449, S208 2.461
162 H -5.220 1.660 -4.827  C197 1.080
163 C 6.907 -1.966 0.866  C1 1.413, C134 1.376, H239 1.080
164 H 1.649 -2.316 1.986  C136 1.090
165 C -0.275 -8.455 0.358  H137 1.080, C183 1.354, C200 1.418
166 C -0.118 6.633 -0.457  N3 1.373, C38 1.401, H55 1.080
167 H -4.559 -4.869 -2.316  C71 1.090
168 O -4.265 3.422 0.271  S70 1.476
169 O 3.398 0.766 5.853  S208 1.441
170 H -2.258 -0.129 8.032  C43 1.080
171 C 9.577 -1.399 1.014  N42 1.364, C205 1.395, H224 1.080
172 H -0.632 -5.417 0.216  C213 1.080
173 C 0.372 1.179 3.113  H77 1.090, C108 1.567, H145 1.090, C231 1.558
174 H 3.831 2.456 0.721  C15 1.080
175 C -0.594 -0.993 -8.034  H99 1.080, C115 1.375, N191 1.343
176 H -1.069 -3.506 1.530  C195 1.080
177 H -2.855 -1.129 2.618  C66 1.090
178 H 2.226 0.779 2.524  C108 1.090
179 H 3.148 -10.138 0.637  C36 1.080
180 C 1.877 -8.539 1.398  C36 1.411, C183 1.405, H189 1.080
181 C -3.570 -0.955 -4.016  C102 1.425, C209 1.363, H219 1.080
182 H 5.663 2.565 4.399  C203 1.080
183 C 0.631 -7.919 1.210  C83 1.511, C165 1.354, C180 1.405
184 C -4.638 -0.001 -6.069  C57 1.371, C197 1.381, C209 1.537
185 H 10.281 -3.816 -0.990  C37 1.090
186 N 1.276 -10.172 -0.168  C36 1.312, C120 1.497, C200 1.332
187 O 0.675 -1.661 6.224  S161 1.449
188 H 4.582 -3.523 -1.937  C112 1.090
189 H 2.509 -8.146 2.180  C180 1.080
190 C 0.413 -5.272 3.917  C44 1.400, N201 1.344, H210 1.080
191 N -1.511 -1.936 -8.310  C124 1.429, C175 1.343, C206 1.319
192 H -1.326 8.419 -3.718  C104 1.080
193 N 0.739 1.368 8.219  C54 1.355, C97 1.371, C217 1.502
194 S -8.678 -0.924 3.081  F40 1.615, S41 2.190, N92 1.655, O101 1.481, O242 1.481
195 C -0.566 -4.350 1.979  H176 1.080, N201 1.350, C213 1.386
196 C -0.541 2.436 6.552  H28 1.080, C54 1.416, C229 1.447
197 C -4.951 1.320 -5.816  C17 1.425, H162 1.080, C184 1.381
198 N 4.652 2.515 2.623  C15 1.369, C34 1.477, C203 1.307
199 H -2.055 2.244 1.079  C228 1.090
200 C 0.031 -9.705 -0.237  H84 1.080, C165 1.418, N186 1.332
201 N -0.171 -4.252 3.266  C80 1.445, C190 1.344, C195 1.350
202 H -2.880 -1.306 -9.794  C124 1.090
203 C 5.576 2.079 3.439  C9 1.420, H182 1.080, N198 1.307
204 O -3.230 5.492 -0.685  S70 1.405
205 C 8.670 -0.475 1.534  H10 1.080, C134 1.424, C171 1.395
206 C -1.758 -2.951 -7.505  C85 1.388, H152 1.080, N191 1.319
207 O 5.357 -5.435 -0.750  S159 1.453
208 S 3.901 -0.584 5.886  F60 1.584, O127 1.470, N146 1.531, S161 2.461, O169 1.441
209 C -4.545 -1.064 -4.963  C122 1.390, C181 1.363, C184 1.537
210 H 0.735 -5.100 4.933  C190 1.080
211 H 3.808 -2.149 -1.366  C112 1.090
212 H -4.410 2.644 -9.968  C238 1.090
213 C -0.377 -5.520 1.260  C83 1.417, H172 1.080, C195 1.386
214 O -7.657 -2.233 0.943  S41 1.448
215 C -3.111 11.682 -0.666  C50 1.399, H67 1.080, N140 1.331
216 H 2.504 -11.722 -0.633  C120 1.090
217 C 1.987 1.351 9.055  H51 1.090, H89 1.090, H142 1.090, N193 1.502
218 H -0.859 4.092 -2.096  C119 1.090
219 H -2.776 -0.228 -4.104  C181 1.080
220 C 5.307 0.812 1.018  C15 1.440, C35 1.389, H76 1.080
221 H 7.202 0.610 3.645  C9 1.080
222 H 10.151 -4.474 0.660  C37 1.090
223 H 3.237 4.023 2.192  C34 1.090
224 H 10.587 -1.094 0.784  C171 1.080
225 H -0.218 -0.358 9.107  C97 1.080
226 H -7.200 2.170 3.869  C113 1.090
227 F 3.595 0.496 -4.672  S94 1.591
228 C -1.654 1.351 0.599  H100 1.090, C103 1.525, H132 1.090, H199 1.090
229 C -1.665 1.548 6.761  C43 1.390, C128 1.534, C196 1.447
230 C 0.854 -2.290 -4.758  C18 1.420, C19 1.523, C27 1.409
231 C -1.087 0.689 2.873  H69 1.090, C103 1.550, H130 1.090, C173 1.558
232 H -4.723 0.310 -9.457  C72 1.080
233 H 1.523 0.137 -1.010  C153 1.090
234 H 0.857 -0.246 -6.706  C115 1.080
235 F 7.097 -6.624 0.281  S159 1.632
236 N -5.049 1.889 -8.106  C17 1.396, C72 1.327, C238 1.496
237 H 0.793 -11.918 -1.253  C120 1.090
238 C -5.188 2.860 -9.236  H26 1.090, H74 1.090, H212 1.090, N236 1.496
239 H 5.905 -2.365 0.795  C163 1.080
240 H -6.134 3.312 2.980  C113 1.090
241 N -5.120 2.147 4.290  C25 1.425, C53 1.338, C113 1.412
242 O -10.015 -1.554 2.995  S194 1.481

Computed properties:
**Net charge**: +5
**Kohn-Sham gap (spin up / spin down)**: 3.17 / 3.18 eV
**Relative energy (zero: lowest compared OMol25 entry of this formula, charge and spin)**: 57.16 kcal per mole
**Multiplicity**: 2
**<S²>**: 0.766



- Which formula does entry 1 have?
  C4H11N2O2



- The lowest relative energy (zero: lowest compared OMol25 entry of this formula, charge and spin) belongs to which entry?
  C81H102F10N18O21S10



- Among the records above, which one has the highest net charge?
  C81H102F10N18O21S10